Formula: C13H17GeN4OPtSSe
Source: the OMol25 dataset
Level of theory: ωB97M-V/def2-TZVPD

```
39
Properties=species:S:1:pos:R:3:forces:R:3
Pt 1.217548 0.196675 0.147530 0.0 -0.1 0.0
S -0.267615 0.064556 5.363737 0.1 -0.1 0.0
C 0.602115 1.495483 5.040277 -0.1 0.1 0.0
C 0.901138 1.561250 3.717756 0.1 -0.1 0.0
N 0.483760 0.491067 2.966743 0.0 0.1 0.0
C -0.130162 -0.374986 3.718337 -0.1 0.0 0.0
H 0.838260 2.203583 5.816630 0.0 0.0 0.0
H 1.448345 2.363588 3.244764 0.0 0.0 0.0
H -0.534655 -1.307021 3.350182 0.0 0.0 0.0
C 2.030415 -2.840601 -2.482515 0.0 0.0 0.0
Ge 0.271292 -2.267355 -1.871208 -0.1 0.0 0.1
C -0.403650 -0.796127 -2.970123 0.0 0.0 0.0
C -1.004512 -3.745433 -1.891422 0.0 0.0 0.0
C 0.427656 -1.676782 0.013410 0.0 0.0 0.0
H 1.931408 -3.432960 -3.392074 0.0 0.0 0.0
H 2.518076 -3.459203 -1.728447 0.0 0.0 0.0
H 2.673643 -1.988554 -2.704591 0.0 0.0 0.0
H -0.533690 -1.132371 -3.999196 0.0 0.0 0.0
H 0.293449 0.042443 -2.969693 0.0 0.0 0.0
H -1.374288 -0.449384 -2.611752 0.0 0.0 0.0
H -1.146868 -4.095707 -2.914164 0.0 0.0 0.0
H -1.973092 -3.431171 -1.501866 0.0 0.0 0.0
H -0.643259 -4.580330 -1.291615 0.0 0.0 0.0
H 1.001864 -2.407525 0.584445 0.0 0.0 0.0
H -0.547348 -1.578776 0.502035 0.0 0.0 0.0
Se 1.543698 4.370103 0.038232 0.1 0.0 0.0
N -0.144023 4.811740 -0.183518 -0.1 0.0 0.0
C -0.853234 3.696312 -0.210761 0.0 0.0 0.0
C -2.265340 3.537333 -0.368865 0.0 0.0 0.0
C -2.757422 2.270976 -0.367340 0.0 0.0 0.0
C -1.897991 1.136429 -0.217416 0.0 0.0 0.0
N -0.609640 1.246885 -0.071722 0.1 0.0 0.0
C -0.086279 2.508791 -0.064882 -0.1 0.1 0.0
N 1.214711 2.621437 0.084465 0.0 0.0 0.0
H -2.904186 4.402110 -0.484562 0.0 0.0 0.0
H -3.817048 2.095090 -0.483635 0.0 0.0 0.0
H -2.305699 0.132734 -0.222146 0.0 0.0 0.0
O 3.908123 -1.089569 0.222227 0.0 0.0 0.0
C 2.894488 -0.594748 0.192754 0.1 0.0 0.0
```
Forces are in eV/Å.

Calculated values
- orbital gap (eV) = 6.990
- molecular weight (g mol⁻¹) = 624.0
- maximum force (eV Å⁻¹) = 0.17
- LUMO (eV) = -5.0
- total energy (eV) = -157702.1613
- net charge = +1
- HOMO level (eV) = -12.0

Electronic structure analysis, natural (NBO) charges in units of e:
1 Pt 0.615
2 S 0.483
3 C -0.444
4 C -0.068
5 N -0.489
6 C -0.160
7 H 0.259
8 H 0.208
9 H 0.225
10 C -1.092
11 Ge 1.591
12 C -1.090
13 C -1.082
14 C -0.977
15 H 0.247
16 H 0.236
17 H 0.233
18 H 0.247
19 H 0.230
20 H 0.215
21 H 0.243
22 H 0.229
23 H 0.239
24 H 0.220
25 H 0.204
26 Se 1.113
27 N -0.575
28 C 0.124
29 C -0.118
30 C -0.256
31 C 0.160
32 N -0.489
33 C 0.255
34 N -0.697
35 H 0.256
36 H 0.253
37 H 0.228
38 O -0.394
39 C 0.617